DFT (ωB97M-V/def2-TZVPD) results for a molecular structure, C36H44AsF3N5OPbTe.

The molecular weight is 1029.5 g/mol. For the electronic energy, the calculation gives -4743.5168 Eh. Its spin multiplicity is 1. For the largest force on an atom, the calculation gives 0.010 Eh/bohr. The value obtained for the HOMO-LUMO gap is 6.6 eV. For the HOMO energy, the calculation gives -4.1783 eV. The energy above the lowest of the compared OMol25 structures with the same formula, charge and spin comes out at 11.7 kcal/mol. As for the total charge: -1.

Each line ends with the Löwdin charge.
Element x y z (Å)
Pb1 0.439 0.584 0.006  0.986
O1 -0.634 -3.406 2.515  -0.024
C1 0.083 -2.822 1.673  -0.557
N1 0.954 -1.851 1.852  -0.031
C2 1.001 -1.367 3.219  -0.191
C3 -0.253 -0.610 3.592  -0.272
C4 -0.936 -0.863 4.779  -0.023
C5 -2.081 -0.146 5.069  -0.075
C6 -2.526 0.806 4.162  -0.077
C7 -1.791 0.989 3.003  -0.173
N2 -0.685 0.304 2.724  0.048
C8 -0.033 -3.291 0.235  -0.194
C9 -0.183 -4.650 -0.036  -0.016
C10 -0.325 -5.061 -1.347  -0.080
C11 -0.348 -4.102 -2.353  -0.079
C12 -0.206 -2.774 -1.990  -0.146
N3 -0.034 -2.371 -0.731  0.077
H1 1.852 -0.683 3.318  0.102
H2 1.130 -2.181 3.943  0.110
H3 -0.575 -1.638 5.442  0.110
H4 -2.632 -0.337 5.983  0.099
H5 -3.419 1.390 4.342  0.092
H6 -2.081 1.730 2.264  0.051
H7 -0.202 -5.346 0.791  0.111
H8 -0.432 -6.113 -1.586  0.098
H9 -0.482 -4.375 -3.391  0.094
H10 -0.238 -1.984 -2.734  0.079
N4 2.236 1.672 -1.746  -0.090
C13 3.019 0.855 -2.668  -0.271
C14 4.061 -0.004 -1.960  -0.201
C15 3.504 -1.060 -1.012  -0.275
N5 2.925 -0.470 0.188  -0.076
H11 1.521 2.193 -2.241  0.032
H12 2.800 2.331 -1.221  0.037
H13 3.531 1.459 -3.430  0.106
H14 2.311 0.210 -3.197  0.092
H15 4.756 0.642 -1.407  0.108
H16 4.653 -0.507 -2.730  0.105
H17 4.301 -1.778 -0.774  0.105
H18 2.716 -1.623 -1.523  0.104
H19 3.617 0.041 0.725  0.063
H20 2.481 -1.162 0.812  0.021
F1 -0.547 -1.861 -9.440  0.124
C16 -1.004 -0.630 -9.136  -0.579
F2 -0.284 0.236 -9.890  0.125
F3 -2.271 -0.557 -9.592  0.124
C17 -0.905 -0.328 -7.675  -0.144
C18 0.072 -0.938 -6.899  -0.016
C19 0.185 -0.623 -5.557  -0.028
C20 -0.675 0.307 -4.958  -0.250
C21 -1.649 0.915 -5.760  -0.018
C22 -1.765 0.601 -7.101  -0.016
C23 -0.555 0.631 -3.571  -0.188
C24 -0.450 0.949 -2.391  -0.241
H21 0.742 -1.661 -7.346  0.117
H22 0.949 -1.092 -4.951  0.105
H23 -2.318 1.637 -5.311  0.107
H24 -2.526 1.075 -7.706  0.118
C25 -5.129 2.464 1.173  -0.184
C26 -4.286 3.334 0.245  -0.456
As1 -2.871 2.300 -0.681  1.168
C27 -2.447 3.677 -2.026  -0.453
C28 -1.755 4.903 -1.442  -0.187
C29 -4.031 1.135 -1.776  -0.439
C30 -4.960 1.799 -2.784  -0.179
H25 -5.837 3.063 1.751  0.063
H26 -4.502 1.919 1.882  0.042
H27 -5.705 1.725 0.614  0.055
H28 -3.766 4.100 0.824  0.053
H29 -4.917 3.851 -0.482  0.054
H30 -3.377 3.969 -2.520  0.051
H31 -1.808 3.193 -2.766  0.034
H32 -2.360 5.382 -0.669  0.056
H33 -1.566 5.647 -2.220  0.065
H34 -0.794 4.648 -0.994  -0.015
H35 -4.606 0.538 -1.063  0.048
H36 -3.348 0.447 -2.276  0.041
H37 -5.562 2.590 -2.329  0.055
H38 -5.649 1.069 -3.216  0.063
H39 -4.399 2.244 -3.606  0.048
Te1 0.814 3.381 1.128  0.639
C31 1.956 2.589 2.727  -0.686
C32 1.393 2.432 3.994  -0.176
C33 2.133 1.909 5.045  -0.104
C34 3.453 1.523 4.852  -0.117
C35 4.027 1.676 3.598  -0.114
C36 3.286 2.207 2.549  -0.189
H40 0.359 2.713 4.154  0.084
H41 1.668 1.786 6.017  0.098
H42 4.026 1.103 5.669  0.092
H43 5.058 1.384 3.434  0.094
H44 3.748 2.339 1.578  0.077